Entry 1:
The following is a quantum chemistry calculation of a gas-phase ion, C6H11O (charge +1) at a distorted geometry, from the Open Molecules 2025 dataset.

Each line ends with the natural charge from an NBO analysis.
Atoms and positions in Å:
C  2.213  0.273  1.770  -0.462
C  1.204  -0.549  1.558  0.115
C  -1.104  0.953  -0.932  -0.403
C  -0.944  -0.387  -1.639  -0.609
C  0.040  0.972  0.210  -0.073
C  -1.345  -1.534  -0.848  0.241
O  0.054  -0.224  0.905  -0.498
H  2.993  0.089  2.444  0.242
H  2.150  1.286  1.335  0.204
H  1.012  -1.480  2.112  0.211
H  -1.082  1.775  -1.640  0.260
H  -2.019  0.890  -0.273  0.229
H  -1.389  -0.371  -2.634  0.360
H  0.062  -0.479  -1.984  0.303
H  1.020  1.084  -0.152  0.185
H  -0.016  1.808  0.857  0.215
H  -2.013  -1.613  0.060  0.255
H  -0.834  -2.495  -1.148  0.228

Orbital gap = 6.04 eV
Energy relative to the best compared isomer or geometry (same formula, charge and spin) = 2.826 eV
DFT total energy = -8436.650 eV
Lowest unoccupied orbital energy = -7.12 eV
Charge = +1



Entry 2:
The following is a quantum chemistry calculation of a molecular structure, C36H31BiF15GeN2OP2S2, from the Open Molecules 2025 dataset.

Each line ends with the Löwdin charge.
Atoms and positions in Å:
Bi  0.493  -0.532  -0.216  1.171
C  4.608  -2.723  0.131  -0.061
C  5.048  -1.560  1.004  -0.216
N  4.022  -1.161  1.973  -0.099
C  4.089  -1.801  3.297  -0.196
C  4.987  -1.031  4.250  -0.054
C  3.095  -0.261  1.715  -0.755
S  2.966  0.426  0.108  0.573
N  2.334  0.163  2.729  0.118
C  1.115  0.615  2.681  -0.450
O  0.231  0.413  1.757  -0.397
C  0.656  1.435  3.832  -0.145
C  -0.701  1.661  4.045  -0.031
C  -1.122  2.442  5.109  -0.061
C  -0.185  3.010  5.961  -0.064
C  1.169  2.787  5.755  -0.058
C  1.590  1.996  4.699  -0.012
H  5.412  -2.998  -0.551  0.091
H  3.738  -2.432  -0.458  0.042
H  4.349  -3.595  0.731  0.066
H  5.308  -0.697  0.396  0.090
H  5.929  -1.825  1.589  0.125
H  4.465  -2.811  3.129  0.116
H  3.078  -1.888  3.684  0.109
H  5.999  -0.936  3.855  0.078
H  5.047  -1.554  5.204  0.084
H  4.587  -0.033  4.428  0.066
H  -1.422  1.201  3.386  0.076
H  -2.178  2.604  5.278  0.109
H  -0.512  3.623  6.791  0.111
H  1.898  3.228  6.422  0.111
H  2.642  1.809  4.533  0.108
C  -3.390  -1.377  -0.992  -0.242
P  -2.416  -0.405  0.199  0.769
C  -3.093  -0.894  1.812  -0.224
C  -3.020  1.305  -0.101  -0.400
C  -2.068  2.380  0.425  -0.403
P  -0.435  2.326  -0.417  0.765
C  -0.742  3.177  -2.002  -0.260
C  0.554  3.524  0.526  -0.245
H  -4.459  -1.192  -0.870  0.065
H  -3.195  -2.437  -0.832  0.009
H  -3.101  -1.126  -2.014  0.055
H  -4.183  -0.925  1.779  0.061
H  -2.777  -0.191  2.582  0.030
H  -2.704  -1.876  2.084  0.032
H  -4.017  1.419  0.333  0.096
H  -3.141  1.405  -1.184  0.076
H  -1.868  2.235  1.488  0.057
H  -2.509  3.374  0.310  0.096
H  -1.168  4.169  -1.841  0.053
H  -1.419  2.597  -2.629  0.039
H  0.201  3.282  -2.540  0.048
H  0.096  4.514  0.496  0.057
H  1.559  3.577  0.109  0.044
H  0.631  3.200  1.565  0.035
F  2.877  -4.669  2.294  0.049
C  1.991  -5.623  2.631  -0.229
C  0.815  -5.749  1.913  -0.149
C  -0.015  -6.797  2.276  -0.211
F  -1.146  -7.032  1.599  0.108
C  0.283  -7.653  3.322  -0.131
F  -0.542  -8.642  3.643  0.144
C  1.459  -7.476  4.033  -0.122
F  1.756  -8.282  5.039  0.156
C  2.327  -6.456  3.680  -0.133
F  3.469  -6.287  4.341  0.136
Ge  0.446  -4.467  0.478  0.741
S  0.706  -2.522  1.453  0.247
C  -1.403  -4.657  -0.157  -0.137
C  -2.430  -4.594  0.773  -0.264
F  -2.136  -4.384  2.064  0.084
C  -3.760  -4.752  0.436  -0.152
F  -4.713  -4.683  1.359  0.142
C  -4.094  -4.976  -0.892  -0.139
F  -5.364  -5.114  -1.241  0.158
C  -3.100  -5.026  -1.855  -0.146
F  -3.420  -5.211  -3.131  0.144
C  -1.776  -4.864  -1.474  -0.212
F  -0.855  -4.906  -2.446  0.107
C  1.669  -4.857  -1.009  -0.133
C  2.222  -6.120  -1.168  -0.204
F  1.893  -7.113  -0.334  0.111
C  3.108  -6.426  -2.188  -0.130
F  3.619  -7.644  -2.300  0.149
C  3.453  -5.445  -3.104  -0.121
F  4.291  -5.719  -4.089  0.159
C  2.902  -4.179  -2.993  -0.141
F  3.212  -3.233  -3.874  0.140
C  2.027  -3.923  -1.958  -0.248
F  1.481  -2.683  -1.918  -0.033

Orbital gap = 8.23 eV
Energy relative to the best compared isomer or geometry (same formula, charge and spin) = 0.000 eV
DFT total energy = -186224.343 eV
Lowest unoccupied orbital energy = -2.96 eV
Charge = +1



Entry 3:
The following is a quantum chemistry calculation of a molecular structure, C45H47As3NORu, from the Open Molecules 2025 dataset.

Each line ends with the Mulliken spin population.
Atoms and positions in Å:
Ru  0.023  0.638  -0.590  0.423
C  3.880  0.226  -0.184  0.001
As  2.363  0.837  -1.218  0.006
C  2.693  -0.029  -2.921  0.000
C  2.771  2.679  -1.657  0.002
C  4.021  3.041  -2.152  -0.001
C  4.264  4.351  -2.531  -0.001
C  3.260  5.304  -2.421  0.000
C  2.017  4.949  -1.922  -0.003
C  1.769  3.634  -1.540  -0.005
As  0.087  3.127  -0.727  -0.001
C  -1.248  4.148  -1.686  -0.005
C  0.246  4.087  0.952  0.002
H  4.790  0.396  -0.758  0.000
H  3.771  -0.843  0.007  0.001
H  3.935  0.772  0.756  -0.001
H  3.670  0.277  -3.295  0.000
H  1.928  0.268  -3.638  0.002
H  2.681  -1.108  -2.786  -0.002
H  4.811  2.305  -2.251  0.000
H  5.235  4.630  -2.917  0.000
H  3.448  6.327  -2.720  0.000
H  1.248  5.707  -1.830  0.000
H  -1.044  5.213  -1.594  -0.001
H  -2.231  3.943  -1.264  0.000
H  -1.239  3.862  -2.736  0.001
H  0.516  5.121  0.743  0.000
H  1.036  3.622  1.541  0.001
H  -0.689  4.057  1.505  0.000
C  -3.916  -0.052  -3.020  0.000
N  -4.168  -0.113  -1.586  0.000
C  -5.515  -0.471  -1.161  0.000
C  -3.201  0.038  -0.706  -0.001
O  -2.014  0.254  -1.012  0.006
H  -4.701  0.536  -3.494  0.000
H  -3.914  -1.057  -3.441  0.000
H  -2.950  0.413  -3.198  0.000
H  -5.783  -1.445  -1.571  0.000
H  -6.229  0.271  -1.518  0.000
H  -5.558  -0.518  -0.076  0.000
H  -3.501  -0.050  0.343  0.001
C  3.896  -4.297  0.285  0.000
C  3.126  -3.772  1.315  0.006
C  1.964  -3.071  1.026  0.007
C  1.570  -2.896  -0.299  -0.011
C  2.329  -3.444  -1.328  -0.003
C  3.493  -4.141  -1.033  0.000
As  0.013  -1.829  -0.684  0.045
C  -1.452  -2.634  0.260  -0.005
C  -1.691  -2.637  1.624  -0.004
C  -2.842  -3.245  2.106  0.003
C  -3.738  -3.836  1.223  0.000
C  -3.498  -3.834  -0.142  0.000
C  -2.346  -3.230  -0.639  -0.004
C  -1.955  -3.148  -2.062  -0.004
C  -2.680  -3.675  -3.126  -0.001
C  -2.219  -3.512  -4.425  0.000
C  -1.042  -2.819  -4.677  0.001
C  -0.307  -2.290  -3.622  -0.002
C  -0.758  -2.470  -2.326  -0.010
H  4.798  -4.847  0.513  0.000
H  3.423  -3.921  2.345  0.000
H  1.360  -2.684  1.838  -0.003
H  2.001  -3.365  -2.358  0.000
H  4.076  -4.577  -1.833  0.000
H  -0.994  -2.177  2.312  0.008
H  -3.039  -3.263  3.169  0.000
H  -4.629  -4.317  1.606  0.000
H  -4.200  -4.316  -0.810  0.000
H  -3.599  -4.219  -2.948  0.000
H  -2.782  -3.932  -5.248  0.000
H  -0.690  -2.700  -5.693  0.000
H  0.612  -1.758  -3.827  -0.002
C  3.187  1.570  5.457  0.099
C  3.686  0.498  4.727  -0.048
C  3.041  0.098  3.573  0.093
C  1.867  0.744  3.140  0.139
C  1.386  1.835  3.885  0.108
C  2.044  2.239  5.028  -0.056
C  1.272  0.265  1.914  -0.088
C  0.054  0.603  1.337  0.104
C  -1.142  0.924  2.145  0.012
C  -2.133  1.817  1.722  0.003
C  -3.243  2.081  2.505  -0.006
C  -3.398  1.441  3.728  0.011
C  -2.437  0.538  4.159  -0.002
C  -1.323  0.286  3.379  0.028
H  3.693  1.892  6.358  0.004
H  4.578  -0.017  5.057  0.000
H  3.431  -0.731  2.994  0.012
H  0.501  2.366  3.563  0.019
H  1.670  3.082  5.593  -0.001
H  1.913  -0.395  1.342  0.113
H  -2.031  2.313  0.765  0.000
H  -3.987  2.790  2.167  0.000
H  -4.263  1.648  4.344  0.000
H  -2.552  0.034  5.110  -0.001
H  -0.573  -0.410  3.733  0.005

Orbital gap (alpha / beta) = 7.04 / 6.46 eV
Multiplicity = 2
DFT total energy = -236050.692 eV
Lowest unoccupied orbital energy (alpha / beta) = -5.54 / -6.74 eV
Charge = +2



Entry 4:
The following is a quantum chemistry calculation of a molecular structure, C33H44BrMoN3OS2Si, from the Open Molecules 2025 dataset.

Each line ends with the Löwdin charge.
Atoms and positions in Å:
Mo  -0.190  -0.668  0.665  1.139
C  1.410  3.633  0.723  -0.011
C  1.205  2.168  0.452  -0.229
N  0.367  1.461  1.140  -0.062
N  -0.263  2.162  2.160  -0.066
C  -0.834  1.413  3.026  -1.101
S  -0.896  -0.316  2.976  0.521
S  -1.698  2.108  4.374  0.927
C  -1.608  3.888  4.015  -0.413
C  -2.618  4.344  2.999  -0.294
C  -3.963  4.445  3.348  -0.051
C  -4.906  4.858  2.420  -0.080
C  -4.513  5.188  1.129  -0.095
C  -3.175  5.103  0.776  -0.096
C  -2.235  4.678  1.705  -0.052
C  2.031  1.548  -0.566  -0.129
C  2.643  2.361  -1.536  -0.042
C  3.591  1.865  -2.399  -0.084
C  3.998  0.538  -2.257  -0.064
C  3.409  -0.278  -1.321  -0.023
C  2.364  0.180  -0.496  -0.327
O  1.791  -0.691  0.329  -0.320
H  1.102  3.892  1.728  0.062
H  0.810  4.218  0.020  0.098
H  2.455  3.899  0.575  0.089
H  -0.590  4.145  3.729  0.074
H  -1.812  4.347  4.984  0.079
H  -4.274  4.189  4.355  0.114
H  -5.947  4.927  2.706  0.103
H  -5.248  5.516  0.405  0.101
H  -2.860  5.363  -0.227  0.103
H  -1.193  4.596  1.427  0.087
H  2.362  3.403  -1.610  0.111
H  4.031  2.502  -3.153  0.104
H  4.777  0.138  -2.894  0.110
H  3.720  -1.307  -1.228  0.092
Br  -2.352  -2.015  0.704  0.216
C  -0.649  -4.588  1.120  -0.286
Si  0.547  -3.299  0.409  0.674
C  2.122  -3.536  1.540  -0.623
C  1.947  -2.671  2.797  -0.132
C  3.487  -3.231  0.922  -0.094
C  2.180  -5.001  2.020  -0.115
C  0.708  -3.787  -1.443  -0.639
C  1.697  -2.936  -2.232  -0.104
C  -0.672  -3.669  -2.100  -0.125
C  1.163  -5.253  -1.535  -0.093
H  -0.175  -5.569  1.076  0.022
H  -1.582  -4.634  0.565  -0.019
H  -0.895  -4.382  2.164  0.029
H  2.054  -1.608  2.577  0.047
H  2.715  -2.933  3.535  0.088
H  0.975  -2.829  3.273  0.060
H  3.583  -2.184  0.653  0.048
H  3.689  -3.850  0.046  0.072
H  4.267  -3.456  1.660  0.085
H  1.325  -5.275  2.637  0.070
H  3.078  -5.131  2.635  0.083
H  2.245  -5.710  1.193  0.071
H  1.478  -1.874  -2.145  0.035
H  1.649  -3.201  -3.296  0.094
H  2.722  -3.101  -1.901  0.065
H  -1.081  -2.660  -2.023  0.037
H  -1.396  -4.350  -1.649  0.070
H  -0.591  -3.927  -3.164  0.087
H  2.158  -5.397  -1.107  0.068
H  1.214  -5.548  -2.590  0.087
H  0.473  -5.936  -1.039  0.073
C  -3.041  1.426  0.138  -0.050
C  -2.449  1.561  -1.235  -0.186
C  -3.043  2.451  -2.126  -0.049
C  -2.581  2.596  -3.422  -0.067
C  -1.508  1.835  -3.862  -0.047
C  -0.879  0.935  -3.015  -0.197
C  0.260  0.099  -3.515  -0.020
C  -1.347  0.816  -1.691  -0.229
N  -0.685  -0.064  -0.843  -0.170
H  -3.526  2.357  0.431  0.069
H  -2.302  1.184  0.895  0.013
H  -3.782  0.625  0.157  0.070
H  -3.890  3.034  -1.784  0.110
H  -3.063  3.294  -4.094  0.105
H  -1.153  1.932  -4.881  0.110
H  0.421  0.279  -4.577  0.087
H  0.056  -0.962  -3.373  0.065
H  1.185  0.327  -2.986  0.061

Orbital gap = 6.97 eV
Energy relative to the best compared isomer or geometry (same formula, charge and spin) = 0.545 eV
DFT total energy = -142901.971 eV
Lowest unoccupied orbital energy = -0.85 eV
Charge = 0



Entry 5:
The following is a quantum chemistry calculation of a single CHPS3 molecule at a distorted geometry, from the Open Molecules 2025 dataset.

Each line ends with the natural charge from an NBO analysis.
Atoms and positions in Å:
C  -0.508  0.806  -1.693  -0.559
P  1.250  -0.388  -1.725  0.284
S  0.532  -2.030  -1.065  -0.251
S  -1.732  1.003  -2.696  0.258
S  -0.415  1.396  -0.017  0.114
H  0.912  1.648  0.144  0.154

Orbital gap (alpha / beta) = 6.09 / 6.44 eV
Multiplicity = 3
DFT total energy = -42844.788 eV
Lowest unoccupied orbital energy (alpha / beta) = -1.18 / -2.99 eV
Charge = 0



Entry 6:
The following is a quantum chemistry calculation of a molecular structure, C9H13IrN3O4 at a distorted geometry, from the Open Molecules 2025 dataset.

Each line ends with the Mulliken spin population.
Atoms and positions in Å:
O  -0.107  -2.932  -2.819  0.047
C  -0.202  -1.750  -2.811  0.131
Ir  -0.160  0.165  -2.679  1.701
O  -2.803  0.184  -5.933  -0.025
C  -2.071  0.175  -5.067  0.111
C  1.720  0.182  -3.072  0.144
O  2.873  0.188  -3.249  0.011
C  -0.210  2.118  -2.764  0.123
O  -0.113  3.276  -2.687  0.027
C  0.357  2.530  1.367  -0.003
N  0.270  1.084  1.718  0.569
C  0.272  0.870  3.137  0.002
C  0.081  0.099  0.776  -0.170
N  0.159  0.525  -0.495  0.506
N  -0.150  -1.234  1.071  0.544
C  -0.184  -1.948  2.336  0.022
C  -0.346  -2.219  0.003  0.010
H  0.395  3.169  2.268  0.005
H  -0.528  2.876  0.816  0.023
H  1.272  2.785  0.814  0.024
H  -0.685  0.454  3.466  0.041
H  1.126  0.256  3.439  0.036
H  0.382  1.807  3.708  0.006
H  0.449  1.497  -0.526  -0.013
H  -1.174  -2.426  2.463  0.034
H  0.550  -2.778  2.316  0.034
H  0.022  -1.362  3.215  0.013
H  -1.223  -1.989  -0.615  0.011
H  0.579  -2.351  -0.572  0.028
H  -0.552  -3.248  0.376  0.007

Orbital gap (alpha / beta) = 7.85 / 6.09 eV
Multiplicity = 5
DFT total energy = -25006.409 eV
Lowest unoccupied orbital energy (alpha / beta) = -11.12 / -15.51 eV
Charge = +3